No. 1
Entry from OMol25: 2 unconnected molecules or ions with the total composition C12H20N3 in a non-equilibrium geometry (ωB97M-V with the def2-TZVPD basis set).

## Properties
- Maximum force: 7.5 eV Å⁻¹
- Molecular weight: 206.31 g mol⁻¹
- Lowest unoccupied orbital energy: -5.13 eV
- HOMO-LUMO gap: 7.47 eV
- Relative energy (zero: lowest compared OMol25 entry of this formula, charge and spin): 6.190 eV
- HOMO: -12.60 eV

The geometry in ORCA input format:
```
! wB97M-V def2-TZVPD RIJCOSX def2/J DEFGRID3
* xyz 1 1
N 1.725 -0.429 0.508
N 4.640 0.113 2.432
N -0.357 -0.403 -0.769
C -2.867 -0.790 -2.042
C 3.738 0.816 2.659
C 4.743 -1.268 2.920
C -1.331 0.705 -0.817
C -0.954 0.690 -3.073
C 2.145 -0.618 2.789
C 0.775 -0.355 -0.070
C -2.136 0.627 -2.085
C -2.193 0.674 0.424
C -3.208 1.745 -2.481
C 3.204 -1.753 2.716
C 2.437 0.716 3.040
H 5.121 -1.151 3.998
H 2.907 -2.648 3.397
H -3.893 -0.658 -1.917
H -2.823 -1.400 -2.982
H -0.762 1.582 -0.701
H -3.912 1.932 -1.747
H -2.546 -1.422 -1.182
H -2.592 -0.285 0.471
H 1.095 -1.130 3.098
H 5.445 -1.910 2.335
H 0.005 0.835 -2.632
H -0.881 -0.340 -3.498
H -1.553 0.871 1.304
H -2.728 2.681 -2.743
H -0.854 1.473 -3.817
H 3.007 -2.075 1.616
H -3.696 1.369 -3.351
H 1.739 1.614 3.325
H -0.450 -1.252 -1.423
H -2.989 1.444 0.298
*
```

Need the natural (NBO) charges? In units of e they are: atom 1 (N): -0.479, atom 2 (N): -0.277, atom 3 (N): -0.670, atom 4 (C): -0.639, atom 5 (C): 0.620, atom 6 (C): -0.215, atom 7 (C): -0.021, atom 8 (C): -0.623, atom 9 (C): 0.093, atom 10 (C): 0.528, atom 11 (C): -0.050, atom 12 (C): -0.608, atom 13 (C): -0.584, atom 14 (C): -0.509, atom 15 (C): -0.468, atom 16 (H): 0.247, atom 17 (H): 0.277, atom 18 (H): 0.227, atom 19 (H): 0.229, atom 20 (H): 0.203, atom 21 (H): 0.208, atom 22 (H): 0.201, atom 23 (H): 0.209, atom 24 (H): 0.285, atom 25 (H): 0.258, atom 26 (H): 0.206, atom 27 (H): 0.205, atom 28 (H): 0.201, atom 29 (H): 0.216, atom 30 (H): 0.235, atom 31 (H): 0.290, atom 32 (H): 0.224, atom 33 (H): 0.302, atom 34 (H): 0.450, atom 35 (H): 0.226

***

No. 2
Entry from OMol25: a gas-phase ion, C12H20N3O5S (charge -1) in a non-equilibrium geometry (ωB97M-V with the def2-TZVPD basis set).

## Properties
- Maximum force: 2.8 eV Å⁻¹
- SMILES string: CNC(=O)[C@@H](CC(=O)[O-])NC(=O)[C@@H](CCSC)NC(C)=O
- Molecular weight: 318.38 g mol⁻¹
- Lowest unoccupied orbital energy: 2.72 eV
- HOMO-LUMO gap: 7.74 eV
- Relative energy (zero: lowest compared OMol25 entry of this formula, charge and spin): 0.258 eV
- HOMO: -5.03 eV

The geometry in ORCA input format:
```
! wB97M-V def2-TZVPD RIJCOSX def2/J DEFGRID3
* xyz -1 1
S 0.839 -3.298 -0.499
O 1.055 1.738 -1.581
O 1.521 -0.121 2.866
O -2.611 0.968 -3.596
O -3.287 -0.961 0.342
O -3.594 -0.674 -4.727
N -3.284 1.007 -0.708
N 1.674 1.071 0.966
N -0.656 0.302 -1.787
C -1.709 -0.725 -1.492
C -2.385 -1.292 -2.795
C -4.458 1.554 -0.045
C 0.467 -4.335 -1.918
C 1.706 0.940 2.298
C 2.051 2.156 3.087
C 0.471 0.730 -1.187
C 1.117 0.046 0.078
C 2.292 -0.902 -0.374
C -2.891 -0.234 -3.773
C 1.883 -2.044 -1.305
C -2.850 -0.241 -0.567
H -5.146 0.829 0.298
H -1.586 -1.795 -3.373
H -4.209 2.241 0.734
H -5.031 2.142 -0.781
H 1.827 1.980 0.555
H 2.132 1.817 4.117
H -1.235 -1.570 -0.982
H 1.443 -1.590 -2.238
H 1.246 2.854 3.032
H 1.285 -4.989 -2.158
H 2.791 -2.547 -1.705
H -0.408 -4.960 -1.622
H 2.997 2.552 2.718
H 3.018 -0.269 -0.884
H 0.342 -0.489 0.610
H -0.898 0.840 -2.585
H -3.192 -2.000 -2.547
H 0.167 -3.790 -2.781
H 2.758 -1.339 0.501
H -2.957 1.475 -1.541
*
```

Need the natural (NBO) charges? In units of e they are: atom 1 (S): 0.201, atom 2 (O): -0.675, atom 3 (O): -0.643, atom 4 (O): -0.809, atom 5 (O): -0.671, atom 6 (O): -0.758, atom 7 (N): -0.616, atom 8 (N): -0.612, atom 9 (N): -0.620, atom 10 (C): -0.139, atom 11 (C): -0.519, atom 12 (C): -0.406, atom 13 (C): -0.747, atom 14 (C): 0.671, atom 15 (C): -0.705, atom 16 (C): 0.680, atom 17 (C): -0.129, atom 18 (C): -0.405, atom 19 (C): 0.753, atom 20 (C): -0.540, atom 21 (C): 0.667, atom 22 (H): 0.217, atom 23 (H): 0.213, atom 24 (H): 0.184, atom 25 (H): 0.195, atom 26 (H): 0.417, atom 27 (H): 0.236, atom 28 (H): 0.238, atom 29 (H): 0.218, atom 30 (H): 0.225, atom 31 (H): 0.204, atom 32 (H): 0.209, atom 33 (H): 0.232, atom 34 (H): 0.219, atom 35 (H): 0.218, atom 36 (H): 0.235, atom 37 (H): 0.446, atom 38 (H): 0.240, atom 39 (H): 0.222, atom 40 (H): 0.220, atom 41 (H): 0.435

***

Copy entry 2 word for word.
Entry from OMol25: a gas-phase ion, C12H20N3O5S (charge -1) in a non-equilibrium geometry (ωB97M-V with the def2-TZVPD basis set).

## Properties
- Maximum force: 2.8 eV Å⁻¹
- SMILES string: CNC(=O)[C@@H](CC(=O)[O-])NC(=O)[C@@H](CCSC)NC(C)=O
- Molecular weight: 318.38 g mol⁻¹
- Lowest unoccupied orbital energy: 2.72 eV
- HOMO-LUMO gap: 7.74 eV
- Relative energy (zero: lowest compared OMol25 entry of this formula, charge and spin): 0.258 eV
- HOMO: -5.03 eV

The geometry in ORCA input format:
```
! wB97M-V def2-TZVPD RIJCOSX def2/J DEFGRID3
* xyz -1 1
S 0.839 -3.298 -0.499
O 1.055 1.738 -1.581
O 1.521 -0.121 2.866
O -2.611 0.968 -3.596
O -3.287 -0.961 0.342
O -3.594 -0.674 -4.727
N -3.284 1.007 -0.708
N 1.674 1.071 0.966
N -0.656 0.302 -1.787
C -1.709 -0.725 -1.492
C -2.385 -1.292 -2.795
C -4.458 1.554 -0.045
C 0.467 -4.335 -1.918
C 1.706 0.940 2.298
C 2.051 2.156 3.087
C 0.471 0.730 -1.187
C 1.117 0.046 0.078
C 2.292 -0.902 -0.374
C -2.891 -0.234 -3.773
C 1.883 -2.044 -1.305
C -2.850 -0.241 -0.567
H -5.146 0.829 0.298
H -1.586 -1.795 -3.373
H -4.209 2.241 0.734
H -5.031 2.142 -0.781
H 1.827 1.980 0.555
H 2.132 1.817 4.117
H -1.235 -1.570 -0.982
H 1.443 -1.590 -2.238
H 1.246 2.854 3.032
H 1.285 -4.989 -2.158
H 2.791 -2.547 -1.705
H -0.408 -4.960 -1.622
H 2.997 2.552 2.718
H 3.018 -0.269 -0.884
H 0.342 -0.489 0.610
H -0.898 0.840 -2.585
H -3.192 -2.000 -2.547
H 0.167 -3.790 -2.781
H 2.758 -1.339 0.501
H -2.957 1.475 -1.541
*
```

Need the natural (NBO) charges? In units of e they are: atom 1 (S): 0.201, atom 2 (O): -0.675, atom 3 (O): -0.643, atom 4 (O): -0.809, atom 5 (O): -0.671, atom 6 (O): -0.758, atom 7 (N): -0.616, atom 8 (N): -0.612, atom 9 (N): -0.620, atom 10 (C): -0.139, atom 11 (C): -0.519, atom 12 (C): -0.406, atom 13 (C): -0.747, atom 14 (C): 0.671, atom 15 (C): -0.705, atom 16 (C): 0.680, atom 17 (C): -0.129, atom 18 (C): -0.405, atom 19 (C): 0.753, atom 20 (C): -0.540, atom 21 (C): 0.667, atom 22 (H): 0.217, atom 23 (H): 0.213, atom 24 (H): 0.184, atom 25 (H): 0.195, atom 26 (H): 0.417, atom 27 (H): 0.236, atom 28 (H): 0.238, atom 29 (H): 0.218, atom 30 (H): 0.225, atom 31 (H): 0.204, atom 32 (H): 0.209, atom 33 (H): 0.232, atom 34 (H): 0.219, atom 35 (H): 0.218, atom 36 (H): 0.235, atom 37 (H): 0.446, atom 38 (H): 0.240, atom 39 (H): 0.222, atom 40 (H): 0.220, atom 41 (H): 0.435

***

Q: The lowest HOMO-LUMO gap belongs to which entry?
A: C12H20N3

***

Copy entry 2 word for word.
Entry from OMol25: a gas-phase ion, C12H20N3O5S (charge -1) in a non-equilibrium geometry (ωB97M-V with the def2-TZVPD basis set).

## Properties
- Maximum force: 2.8 eV Å⁻¹
- SMILES string: CNC(=O)[C@@H](CC(=O)[O-])NC(=O)[C@@H](CCSC)NC(C)=O
- Molecular weight: 318.38 g mol⁻¹
- Lowest unoccupied orbital energy: 2.72 eV
- HOMO-LUMO gap: 7.74 eV
- Relative energy (zero: lowest compared OMol25 entry of this formula, charge and spin): 0.258 eV
- HOMO: -5.03 eV

The geometry in ORCA input format:
```
! wB97M-V def2-TZVPD RIJCOSX def2/J DEFGRID3
* xyz -1 1
S 0.839 -3.298 -0.499
O 1.055 1.738 -1.581
O 1.521 -0.121 2.866
O -2.611 0.968 -3.596
O -3.287 -0.961 0.342
O -3.594 -0.674 -4.727
N -3.284 1.007 -0.708
N 1.674 1.071 0.966
N -0.656 0.302 -1.787
C -1.709 -0.725 -1.492
C -2.385 -1.292 -2.795
C -4.458 1.554 -0.045
C 0.467 -4.335 -1.918
C 1.706 0.940 2.298
C 2.051 2.156 3.087
C 0.471 0.730 -1.187
C 1.117 0.046 0.078
C 2.292 -0.902 -0.374
C -2.891 -0.234 -3.773
C 1.883 -2.044 -1.305
C -2.850 -0.241 -0.567
H -5.146 0.829 0.298
H -1.586 -1.795 -3.373
H -4.209 2.241 0.734
H -5.031 2.142 -0.781
H 1.827 1.980 0.555
H 2.132 1.817 4.117
H -1.235 -1.570 -0.982
H 1.443 -1.590 -2.238
H 1.246 2.854 3.032
H 1.285 -4.989 -2.158
H 2.791 -2.547 -1.705
H -0.408 -4.960 -1.622
H 2.997 2.552 2.718
H 3.018 -0.269 -0.884
H 0.342 -0.489 0.610
H -0.898 0.840 -2.585
H -3.192 -2.000 -2.547
H 0.167 -3.790 -2.781
H 2.758 -1.339 0.501
H -2.957 1.475 -1.541
*
```

Need the natural (NBO) charges? In units of e they are: atom 1 (S): 0.201, atom 2 (O): -0.675, atom 3 (O): -0.643, atom 4 (O): -0.809, atom 5 (O): -0.671, atom 6 (O): -0.758, atom 7 (N): -0.616, atom 8 (N): -0.612, atom 9 (N): -0.620, atom 10 (C): -0.139, atom 11 (C): -0.519, atom 12 (C): -0.406, atom 13 (C): -0.747, atom 14 (C): 0.671, atom 15 (C): -0.705, atom 16 (C): 0.680, atom 17 (C): -0.129, atom 18 (C): -0.405, atom 19 (C): 0.753, atom 20 (C): -0.540, atom 21 (C): 0.667, atom 22 (H): 0.217, atom 23 (H): 0.213, atom 24 (H): 0.184, atom 25 (H): 0.195, atom 26 (H): 0.417, atom 27 (H): 0.236, atom 28 (H): 0.238, atom 29 (H): 0.218, atom 30 (H): 0.225, atom 31 (H): 0.204, atom 32 (H): 0.209, atom 33 (H): 0.232, atom 34 (H): 0.219, atom 35 (H): 0.218, atom 36 (H): 0.235, atom 37 (H): 0.446, atom 38 (H): 0.240, atom 39 (H): 0.222, atom 40 (H): 0.220, atom 41 (H): 0.435